Record 1
20
Properties=species:S:1:pos:R:3 method="wB97M-V/def2-TZVPD" e_tot_ev=-13543.1426 gap_ha=0.3914 de_lowest_kcal_mol=16.44 lumo_energy_ha=0.016 e_homo_ev=-10.22
H 0.92 -1.56 -0.65
O 2.04 -1.09 -0.77
O -0.22 -1.77 -0.37
H 2.06 -0.36 -1.52
H 2.02 -0.67 0.11
C -0.81 -0.62 -0.57
O -0.57 0.04 -1.60
C -2.00 -0.37 0.31
H -2.81 0.05 -0.29
H -2.22 -1.40 0.60
C -1.84 0.62 1.49
H -1.74 1.65 1.18
H -2.80 0.60 2.00
H -1.06 0.36 2.23
O 1.69 0.68 -2.51
H 1.79 -0.11 -3.07
H 0.75 0.46 -2.22
O 1.75 1.14 1.53
H 2.15 1.55 2.30
H 0.89 0.80 1.80

Record 2
18
Properties=species:S:1:pos:R:3 method="wB97M-V/def2-TZVPD" e_tot_ev=-29892.7965 gap_ha="0.3321 / 0.1832" de_lowest_kcal_mol=8.12 lumo_energy_ha="-0.021 / -0.088" e_homo_ev="-9.60 / -7.39"
C -2.37 -0.72 -1.23
C -1.73 -0.14 1.80
C 0.09 0.82 -0.51
Si 4.25 -0.30 0.03
Si -1.01 -0.58 0.05
S 0.13 -2.39 -0.12
H -3.13 0.11 -1.34
H -2.05 -0.73 -2.22
H -3.00 -1.71 -1.12
H -1.15 -0.62 2.52
H -1.47 0.83 2.01
H -2.72 -0.39 1.74
H 0.78 0.61 -1.27
H -0.33 1.78 -0.76
H 0.86 1.21 0.15
H 3.03 -1.08 0.57
H 5.57 -0.90 0.13
H 3.92 0.92 -0.89

Record 3
17
Properties=species:S:1:pos:R:3 method="wB97M-V/def2-TZVPD" e_tot_ev=-19056.9384 gap_ha=0.2754 de_lowest_kcal_mol=64.19 lumo_energy_ha=-0.004 e_homo_ev=-7.60
C -1.75 1.07 -0.21
C 2.43 0.97 0.32
C -1.98 -0.42 -0.42
Si 2.00 -0.66 -0.71
Si -0.91 -1.62 0.60
H -2.03 1.43 0.84
H -0.68 1.44 -0.45
H -2.21 1.57 -1.04
H 1.70 1.84 0.19
H 2.00 0.55 1.25
H 3.52 1.09 0.46
H -2.01 -0.70 -1.45
H -2.95 -0.58 0.00
H 1.54 -0.36 -2.02
H 3.34 -1.33 -0.23
H -1.43 -3.00 0.84
H -0.58 -1.29 2.05

Record 4
18
Properties=species:S:1:pos:R:3 method="wB97M-V/def2-TZVPD" multiplicity=2 s2=0.7542 e_tot_ev=-6281.6840 gap_ha="0.4701 / 0.2450" total_charge=+2 de_lowest_kcal_mol=9.11 lumo_energy_ha="-0.275 / -0.500" e_homo_ev="-20.28 / -20.28"
C 0.47 1.11 -1.17
N 1.70 1.02 -1.90
C -0.20 -0.28 -1.03
N -1.48 -0.15 -0.26
H -0.23 1.75 -1.71
H 0.57 1.58 -0.17
H 2.14 1.95 -2.07
H 2.44 0.42 -1.51
H 0.44 -1.00 -0.52
H -0.41 -0.66 -2.03
H -2.01 -1.03 -0.29
H -1.23 0.04 0.72
H -2.06 0.60 -0.66
C -0.05 -1.10 2.52
H 0.14 -1.30 3.57
H 0.51 -0.17 2.31
H -1.13 -0.96 2.37
H 0.38 -1.81 1.82

Record 5
19
Properties=species:S:1:pos:R:3 method="wB97M-V/def2-TZVPD" e_tot_ev=-8343.3647 gap_ha=0.3791 total_charge=+1 de_lowest_kcal_mol=14.24 lumo_energy_ha=-0.118 e_homo_ev=-13.52
N -0.50 1.29 -0.09
C -0.43 -0.08 -0.77
C -1.84 -0.65 -0.78
C 0.60 -0.98 -0.06
N 1.33 -1.72 -1.10
H 0.24 1.91 -0.42
H -0.23 1.21 0.91
H -1.42 1.75 -0.15
H -0.08 0.07 -1.78
H -2.42 -0.40 0.11
H -1.86 -1.73 -0.87
H -2.38 -0.23 -1.63
H 1.24 -0.38 0.59
H 0.08 -1.66 0.62
H 2.30 -1.44 -1.10
H 1.35 -2.70 -0.88
H 2.02 2.14 2.13
H 0.91 1.71 3.10
O 1.09 1.91 2.16

Record 6
21
Properties=species:S:1:pos:R:3 method="wB97M-V/def2-TZVPD" e_tot_ev=-21233.3656 gap_ha=0.2211 total_charge=-1 de_lowest_kcal_mol=23.12 lumo_energy_ha=0.121 e_homo_ev=-2.73
N -0.15 0.52 -1.04
C -0.80 -0.13 0.09
C -2.36 -0.16 0.01
S -3.04 0.08 -1.65
C -0.24 0.42 1.38
N -1.03 0.04 2.57
H -0.71 0.25 -1.87
H -0.44 1.50 -0.99
H -0.48 -1.18 0.04
H -2.66 -1.11 0.43
H -2.74 0.61 0.68
H 0.79 0.06 1.45
H -0.21 1.51 1.37
H -0.43 0.13 3.38
H -1.28 -0.94 2.49
H 3.38 0.18 -0.77
H 2.45 0.50 0.31
O 3.40 0.56 0.12
H 2.69 -0.74 -3.25
H 1.45 -1.07 -2.39
O 2.42 -1.02 -2.37

Record 7
21
Properties=species:S:1:pos:R:3 method="wB97M-V/def2-TZVPD" multiplicity=2 s2=0.7530 e_tot_ev=-21230.3853 gap_ha="0.3578 / 0.2587" de_lowest_kcal_mol=14.27 lumo_energy_ha="0.015 / -0.086" e_homo_ev="-9.33 / -9.38"
N -2.39 0.13 -0.93
C -1.31 0.37 0.05
C 0.10 -0.13 -0.47
S 0.66 1.32 -1.44
C -1.59 -0.43 1.37
N -2.84 -0.11 2.10
H -2.36 0.79 -1.71
H -2.31 -0.82 -1.25
H -1.30 1.40 0.37
H 0.86 -0.30 0.27
H 0.01 -0.97 -1.15
H -1.81 -1.42 1.03
H -0.78 -0.34 2.14
H -3.62 -0.24 1.46
H -2.77 0.89 2.43
H 1.91 0.77 1.02
H 2.45 2.24 0.79
O 2.53 1.44 1.32
H 4.11 -1.66 -2.53
H 5.40 -1.02 -2.33
O 5.05 -1.90 -2.53

Record 8
21
Properties=species:S:1:pos:R:3 method="wB97M-V/def2-TZVPD" multiplicity=2 s2=0.7505 e_tot_ev=-12441.4173 gap_ha="0.1207 / 0.4150" de_lowest_kcal_mol=12.01 lumo_energy_ha="0.022 / 0.018" e_homo_ev="-2.68 / -10.81"
N 0.25 0.50 0.49
C 0.43 -0.31 -0.72
C 1.92 -0.72 -0.81
C -0.26 -1.67 -0.47
N -0.40 -2.46 -1.54
O -0.47 -1.99 0.68
H 0.02 -0.17 1.24
H -0.42 1.28 0.39
H 1.16 0.93 0.77
H 0.13 0.09 -1.68
H 2.26 -1.04 -1.81
H 2.19 -1.59 -0.21
H 2.57 0.07 -0.45
H -0.48 -3.45 -1.39
H -0.15 -2.19 -2.46
H 1.02 1.76 3.33
H -0.26 2.27 3.29
O 0.32 1.79 2.67
H -3.51 2.87 -0.87
H -3.23 1.55 -0.36
O -3.07 2.48 -0.11

Record 9
21
Properties=species:S:1:pos:R:3 method="wB97M-V/def2-TZVPD" multiplicity=2 s2=0.7756 e_tot_ev=-12423.6987 gap_ha="0.3947 / 0.1927" total_charge=+2 de_lowest_kcal_mol=46.42 lumo_energy_ha="-0.308 / -0.509" e_homo_ev="-19.11 / -19.11"
N -0.94 0.31 0.07
C -0.06 -0.81 -0.44
C -0.91 -1.60 -1.34
C 0.97 0.10 -1.28
N 2.30 -0.24 -1.23
O 0.51 1.02 -1.92
H -1.85 0.02 0.58
H -1.14 0.96 -0.66
H -0.40 0.89 0.84
H 0.34 -1.31 0.58
H -0.61 -2.64 -1.68
H -1.22 -1.01 -2.21
H -1.88 -1.84 -0.94
H 3.19 0.28 -1.33
H 2.57 -1.06 -0.90
H 2.04 0.43 2.13
H 2.23 1.39 0.90
O 1.78 0.64 1.29
H -2.68 2.03 2.16
H -2.30 1.04 3.12
O -1.93 1.40 2.24

Record 10
20
Properties=species:S:1:pos:R:3 method="wB97M-V/def2-TZVPD" e_tot_ev=-9273.8908 gap_ha=0.4182 total_charge=+1 de_lowest_kcal_mol=84.25 lumo_energy_ha=-0.104 e_homo_ev=-14.22
C 1.25 0.24 -1.76
C 0.82 -1.00 -0.92
C -0.90 -0.38 -0.12
N -0.78 0.34 0.94
N -3.14 -0.31 -0.26
N -1.95 -0.89 -0.63
N 1.67 0.77 2.24
H 2.08 -0.13 -2.48
H 0.42 0.64 -2.26
H 1.83 0.98 -1.19
H 1.37 -1.17 0.05
H 0.78 -1.89 -1.52
H -1.44 0.98 1.28
H 0.11 0.44 1.49
H -3.84 -1.06 -0.18
H -3.32 0.41 -0.99
H -1.87 -1.20 -1.58
H 1.85 -0.23 2.11
H 2.47 1.31 1.89
H 1.41 0.86 3.24